[1]
{"formula": "C33H33CoGeO2SSi", "method": "wB97M-V/def2-TZVPD", "s2": 6.0237, "orbital_gap_ha": [0.272, 0.210], "homo_ev": [-7.8, -7.7], "multiplicity": 5, "species": ["Co", "O", "C", "O", "C", "C", "C", "C", "C", "C", "S", "H", "H", "H", "H", "C", "C", "C", "C", "C", "C", "C", "C", "C", "C", "H", "H", "H", "H", "H", "H", "H", "Ge", "C", "C", "C", "C", "C", "C", "C", "C", "C", "C", "C", "C", "H", "H", "H", "H", "H", "H", "H", "H", "H", "H", "H", "C", "Si", "C", "C", "C", "H", "H", "H", "H", "H", "H", "H", "H", "H", "H", "H"], "coordinates": [[-0.071, 0.000, 0.200], [1.287, -0.781, 3.896], [0.433, -0.777, 3.028], [0.438, 0.001, 2.008], [-0.737, -1.737, 3.156], [-1.132, -2.092, 4.441], [-2.144, -3.010, 4.652], [-2.792, -3.580, 3.566], [-2.408, -3.250, 2.287], [-1.374, -2.337, 2.063], [-0.914, -2.146, 0.396], [-0.628, -1.633, 5.277], [-2.431, -3.287, 5.654], [-3.582, -4.301, 3.715], [-2.901, -3.683, 1.429], [3.402, 3.424, 0.412], [2.405, 3.682, -0.536], [1.731, 2.649, -1.131], [2.011, 1.310, -0.792], [1.289, 0.211, -1.381], [1.679, -1.091, -1.010], [2.722, -1.336, -0.101], [3.389, -0.291, 0.478], [3.046, 1.045, 0.156], [3.716, 2.132, 0.748], [3.918, 4.250, 0.878], [2.161, 4.705, -0.786], [0.952, 2.861, -1.850], [1.235, -1.934, -1.533], [2.985, -2.359, 0.126], [4.179, -0.466, 1.194], [4.476, 1.937, 1.489], [0.454, 0.241, -3.218], [-0.557, 1.852, -3.797], [-1.945, 1.898, -3.828], [-2.603, 3.077, -4.134], [-1.878, 4.223, -4.407], [-0.494, 4.170, -4.456], [0.159, 2.986, -4.168], [-0.445, -1.504, -3.473], [0.116, -2.429, -4.346], [-0.439, -3.684, -4.503], [-1.584, -4.027, -3.805], [-2.156, -3.113, -2.938], [-1.589, -1.861, -2.770], [1.723, 0.220, -4.068], [-2.515, 1.001, -3.620], [-3.683, 3.105, -4.157], [-2.392, 5.151, -4.602], [0.074, 5.051, -4.722], [1.240, 2.927, -4.232], [1.006, -2.154, -4.894], [0.018, -4.399, -5.168], [-2.028, -5.003, -3.933], [-3.041, -3.381, -2.380], [-2.028, -1.170, -2.062], [-1.314, 4.254, -0.461], [-2.258, 2.814, 0.365], [-4.100, 3.014, -0.153], [-2.084, 2.997, 2.257], [-1.741, 1.103, -0.281], [-1.871, 5.175, -0.318], [-1.191, 4.117, -1.530], [-0.334, 4.402, -0.022], [-4.465, 4.014, 0.063], [-4.748, 2.316, 0.367], [-4.227, 2.839, -1.217], [-2.079, 4.046, 2.546], [-1.154, 2.554, 2.602], [-2.890, 2.510, 2.796], [-2.572, 0.417, -0.088], [-1.617, 1.172, -1.370]], "atomic_forces_ev_per_a": [[-1.31, -0.62, 1.42], [-0.03, 0.20, -0.15], [-0.15, -1.02, 0.86], [0.24, 1.08, -1.03], [0.16, 0.03, -0.11], [-0.05, 0.01, 0.06], [-0.05, 0.05, 0.00], [0.00, -0.15, 0.07], [0.00, 0.14, 0.01], [-0.10, 0.07, 0.27], [0.29, 0.52, -0.62], [0.13, 0.01, 0.04], [-0.02, 0.03, 0.14], [-0.11, -0.05, 0.05], [-0.03, -0.11, -0.05], [0.12, -0.15, 0.14], [-0.09, -0.07, -0.14], [-0.11, 0.12, 0.11], [0.41, 0.02, 0.14], [0.69, -0.68, -0.84], [-0.10, 0.49, -0.74], [0.40, 0.12, 0.40], [-0.32, -0.32, -0.21], [-0.32, 0.28, -0.23], [0.01, 0.21, 0.04], [0.06, 0.02, 0.06], [-0.03, 0.04, -0.07], [-0.04, -0.03, 0.08], [-0.04, 0.06, 0.19], [-0.01, 0.00, 0.08], [0.04, -0.03, 0.03], [0.08, -0.06, 0.05], [-0.29, -0.09, -0.09], [0.31, -0.64, 0.32], [-0.03, -0.20, 0.06], [-0.10, 0.05, -0.01], [-0.02, 0.00, -0.06], [0.04, 0.12, -0.07], [0.17, -0.13, 0.00], [0.12, 0.75, 0.17], [0.26, 0.18, -0.03], [0.00, -0.11, -0.11], [-0.05, 0.02, 0.04], [-0.17, -0.07, 0.04], [-0.05, 0.21, 0.04], [0.17, 0.02, -0.20], [-0.09, -0.02, 0.08], [-0.08, -0.01, 0.04], [-0.06, 0.11, -0.08], [0.03, 0.04, 0.00], [0.03, 0.13, 0.06], [0.11, -0.08, -0.10], [0.08, -0.07, -0.14], [-0.01, -0.08, 0.01], [-0.06, 0.00, 0.07], [-0.09, -0.01, 0.00], [-0.20, -0.60, 0.31], [-0.16, 0.37, 0.18], [0.71, -0.18, 0.24], [-0.03, -0.16, -0.70], [-0.28, 0.30, -0.08], [-0.20, 0.17, 0.08], [0.01, -0.11, -0.27], [0.20, -0.04, 0.10], [0.01, 0.25, 0.07], [-0.05, -0.20, 0.15], [0.06, -0.01, -0.24], [-0.03, 0.16, -0.03], [0.21, -0.08, 0.01], [-0.17, -0.13, 0.03], [0.09, -0.03, 0.00], [-0.06, -0.02, 0.06]]}

***

[2]
{"formula": "ClHNO3P", "method": "wB97M-V/def2-TZVPD", "orbital_gap_ha": [0.289, 0.300], "homo_ev": [-9.4, -10.1], "de_lowest_ev": 2.039, "species": ["N", "O", "O", "O", "P", "Cl", "H"], "coordinates": [[-0.274, 0.658, -0.117], [-2.607, -1.846, 0.216], [-1.242, 0.128, -0.908], [-0.811, 1.074, 0.966], [-2.435, -0.406, 0.284], [-4.067, 0.615, -0.170], [0.508, -0.011, -0.013]], "atomic_forces_ev_per_a": [[-0.18, -0.05, 0.45], [-0.21, -0.75, 0.03], [-0.50, -0.20, 0.06], [0.05, -0.12, -0.24], [1.59, 0.35, -0.12], [-0.47, 0.55, -0.20], [-0.29, 0.21, 0.01]]}